<a>
Formula: C2H10NO3
Source: OMol25
Level of theory: the ωB97M-V functional and the def2-TZVPD basis

**Gap between HOMO and LUMO**: 8.322 eV
**HOMO level**: -0.1525 Ha
**Charge**: -1
**2S+1**: 1

CARTESIAN COORDINATES (ANGSTROEM)
C (-0.57257, -0.57979, 0.01902)
O (0.23488, 0.21072, 0.79068)
C (-0.72243, -0.09403, -1.46718)
N (0.56967, 0.50728, -1.88829)
H (-1.56492, -0.84690, 0.43429)
H (-0.19140, -1.61887, -0.11458)
H (-1.44726, 0.71047, -1.54041)
H (-0.84626, -0.95003, -2.12442)
H (1.32226, -0.17063, -1.86401)
H (0.83532, 1.06367, -1.07093)
H (1.73633, -0.41151, 1.70760)
H (2.46300, -1.50737, 1.07623)
O (2.56450, -0.93082, 1.80952)
H (-1.90956, 1.45136, 2.02808)
H (-0.86876, 1.24268, 0.94695)
O (-1.60280, 1.92375, 1.25744)



<b>
Formula: C2H10NO3
Source: OMol25
Level of theory: the ωB97M-V functional and the def2-TZVPD basis

**Gap between HOMO and LUMO**: 8.606 eV
**HOMO level**: -0.1583 Ha
**Charge**: -1
**2S+1**: 1

CARTESIAN COORDINATES (ANGSTROEM)
C (-0.42481, -1.23945, -0.31489)
O (0.81057, -0.85702, 0.12390)
C (-1.53821, -0.37720, 0.25111)
N (-1.96247, 0.80499, -0.46160)
H (-0.56671, -1.25736, -1.46221)
H (-0.57053, -2.32148, -0.12002)
H (-2.37462, -0.94590, 0.46942)
H (-1.10480, 0.12836, 1.25593)
H (-1.15498, 1.39167, -0.83062)
H (-2.57393, 0.71695, -1.25937)
H (2.02619, 1.12072, 1.23540)
H (1.65084, -0.26673, 1.62415)
O (2.20891, 0.48762, 1.98454)
H (2.67105, 1.16201, -0.83309)
H (1.16184, 0.27251, -0.57361)
O (1.74165, 1.18031, -1.08905)



<c>
Formula: C2H10NO3
Source: OMol25
Level of theory: the ωB97M-V functional and the def2-TZVPD basis

**Gap between HOMO and LUMO**: 6.378 eV
**HOMO level**: -0.1157 Ha
**Charge**: -1
**2S+1**: 1

CARTESIAN COORDINATES (ANGSTROEM)
C (0.48179, -0.13795, -0.45473)
O (0.19775, 0.78538, 0.49178)
C (1.93159, -0.14486, -0.88295)
N (2.88356, -0.13224, 0.29326)
H (-0.18238, -0.09183, -1.34288)
H (0.25233, -1.19849, -0.12657)
H (2.28074, 0.67105, -1.52726)
H (2.25688, -1.03975, -1.43874)
H (2.23804, -0.18354, 1.09174)
H (3.19064, 0.82596, 0.38048)
H (-0.37671, 2.49744, 0.56302)
H (-0.95072, 3.32212, 1.68495)
O (-0.62941, 3.42468, 0.79603)
H (-4.32834, -2.95637, 0.90834)
H (-4.31998, -2.86435, -0.59690)
O (-4.92578, -2.77724, 0.16045)



Relative energies in hartree: <a> 0.0000; <b> 0.0171; <c> 0.0228



<a>
Formula: C4H12
Source: OMol25
Level of theory: the ωB97M-V functional and the def2-TZVPD basis

**Gap between HOMO and LUMO (alpha / beta)**: 12.658 / 4.462 eV
**HOMO level (alpha / beta)**: -0.5827 / -0.5790 Ha
**Charge**: +1
**2S+1**: 2

CARTESIAN COORDINATES (ANGSTROEM)
C (-0.34125, 0.28039, -1.46858)
C (-1.13234, 1.64814, -1.27204)
H (0.66624, 0.56703, -1.52368)
H (-0.56194, -0.38705, -0.68046)
H (-0.50749, -0.11421, -2.43608)
H (-0.76064, 2.25987, -0.45271)
H (-0.96024, 2.27585, -2.09482)
H (-2.21532, 1.55132, -0.92748)
C (0.40566, -0.30686, 1.54708)
C (1.10927, -1.68287, 1.19149)
H (1.09941, 0.45026, 1.71171)
H (-0.22985, -0.14820, 0.66051)
H (-0.30799, -0.39426, 2.39293)
H (0.18114, -2.23204, 1.31901)
H (1.85850, -1.81533, 1.92797)
H (1.49012, -1.64600, 0.11537)



<b>
Formula: C4H12
Source: OMol25
Level of theory: the ωB97M-V functional and the def2-TZVPD basis

**Gap between HOMO and LUMO (alpha / beta)**: 13.372 / 4.628 eV
**HOMO level (alpha / beta)**: -0.6028 / -0.5850 Ha
**Charge**: +1
**2S+1**: 2

CARTESIAN COORDINATES (ANGSTROEM)
C (0.16238, -1.38570, 1.19591)
C (1.20458, -1.51659, 2.23708)
H (-0.25697, -2.22880, 0.59252)
H (-0.72336, -0.84489, 1.52753)
H (0.55028, -0.75904, 0.31058)
H (1.60351, -0.46788, 2.33105)
H (2.09367, -2.03766, 1.88070)
H (0.79796, -1.92242, 3.16003)
C (-0.19804, 0.82466, -1.75167)
C (-1.12806, 1.98593, -1.59798)
H (-0.67757, 0.02773, -2.32688)
H (0.72006, 1.02614, -2.32928)
H (0.08410, 0.45299, -0.73510)
H (-0.69241, 2.86935, -1.13967)
H (-1.89613, 1.67087, -0.85091)
H (-1.64399, 2.30530, -2.50391)



Relative energies in hartree: <a> 0.0292; <b> 0.0000



<a>
Formula: C4H12
Source: OMol25
Level of theory: the ωB97M-V functional and the def2-TZVPD basis

**Gap between HOMO and LUMO (alpha / beta)**: 13.663 / 3.163 eV
**HOMO level (alpha / beta)**: -0.6077 / -0.5420 Ha
**Charge**: +1
**2S+1**: 2

CARTESIAN COORDINATES (ANGSTROEM)
C (0.81310, 1.23070, -1.12836)
C (1.67825, 2.43582, -1.21476)
H (1.47833, 0.40824, -0.86268)
H (-0.08719, 1.39871, -0.50207)
H (0.35340, 0.95906, -2.11191)
H (1.13181, 3.35913, -1.01945)
H (2.10387, 2.59071, -2.25795)
H (2.60561, 2.31804, -0.63506)
C (-0.53526, -1.73856, 1.33236)
C (-1.99385, -2.04575, 1.09724)
H (-0.46708, -0.61089, 1.41958)
H (-0.27304, -2.10696, 2.32590)
H (0.24949, -1.86165, 0.59433)
H (-2.14111, -3.12343, 0.90948)
H (-2.31507, -1.57865, 0.15838)
H (-2.60124, -1.63453, 1.89499)



<b>
Formula: C4H12
Source: OMol25
Level of theory: the ωB97M-V functional and the def2-TZVPD basis

**Gap between HOMO and LUMO (alpha / beta)**: 10.865 / 2.832 eV
**HOMO level (alpha / beta)**: -0.5335 / -0.5335 Ha
**Charge**: +1
**2S+1**: 2

CARTESIAN COORDINATES (ANGSTROEM)
C (0.61152, 1.83307, 2.09553)
C (1.23520, 0.57832, 1.66873)
H (-0.41451, 1.81042, 2.51432)
H (1.30717, 2.40332, 2.71122)
H (0.41320, 2.51204, 1.19369)
H (2.32448, 0.70770, 1.47675)
H (0.69749, 0.03860, 0.90417)
H (1.32552, 0.03724, 2.69578)
C (-0.44283, -1.77809, -2.12696)
C (-1.42751, -0.69673, -1.69686)
H (0.38285, -1.87686, -1.42211)
H (-0.87977, -2.77478, -2.21168)
H (-0.04503, -1.60020, -3.12670)
H (-2.29598, -1.04748, -1.13324)
H (-1.87424, -0.14503, -2.52212)
H (-0.91756, -0.00155, -1.02051)



<c>
Formula: C4H12
Source: OMol25
Level of theory: the ωB97M-V functional and the def2-TZVPD basis

**Gap between HOMO and LUMO (alpha / beta)**: 14.545 / 4.516 eV
**HOMO level (alpha / beta)**: -0.6447 / -0.5923 Ha
**Charge**: +1
**2S+1**: 2

CARTESIAN COORDINATES (ANGSTROEM)
C (-0.33437, 0.49653, 1.47667)
C (0.40856, -0.85590, 1.99703)
H (-1.40911, 0.47872, 1.88780)
H (0.06714, 1.42537, 1.77918)
H (-0.54049, 0.32783, 0.47933)
H (1.22694, -1.10372, 1.31143)
H (0.81505, -0.78964, 2.93676)
H (-0.52256, -1.45646, 2.12443)
C (0.12145, -0.59608, -1.59185)
C (0.16934, 0.95512, -2.00463)
H (0.76864, -0.92393, -0.79031)
H (-0.89815, -0.70897, -1.00296)
H (-0.11508, -1.14768, -2.42713)
H (-0.13629, 1.50938, -1.18371)
H (1.06119, 1.31990, -2.24889)
H (-0.68226, 1.06953, -2.74313)



<d>
Formula: C4H12
Source: OMol25
Level of theory: the ωB97M-V functional and the def2-TZVPD basis

**Gap between HOMO and LUMO (alpha / beta)**: 10.319 / 2.189 eV
**HOMO level (alpha / beta)**: -0.5178 / -0.5178 Ha
**Charge**: +1
**2S+1**: 2

CARTESIAN COORDINATES (ANGSTROEM)
C (1.69412, 0.42302, 0.39272)
C (2.87380, 0.11350, -0.60981)
H (1.88200, 1.34444, 0.85922)
H (0.77451, 0.59041, -0.09503)
H (1.80583, -0.31158, 1.09644)
H (3.71786, 0.84595, -0.88133)
H (3.41461, -0.77471, -0.01020)
H (2.34949, -0.18089, -1.50050)
C (-2.38124, -0.21788, -0.63147)
C (-2.21952, -0.31917, 0.81523)
H (-1.59261, -0.65826, -1.25987)
H (-3.39217, -0.55290, -0.83167)
H (-2.18602, 0.75579, -0.96055)
H (-1.14831, -0.45569, 1.04283)
H (-2.69488, -1.08993, 1.38588)
H (-2.73329, 0.49058, 1.35479)



Relative energies in hartree: <a> 0.0037; <b> 0.0000; <c> 0.0521; <d> 0.0460



<a>
Formula: C4H12
Source: OMol25
Level of theory: the ωB97M-V functional and the def2-TZVPD basis

**Gap between HOMO and LUMO (alpha / beta)**: 11.443 / 2.961 eV
**HOMO level (alpha / beta)**: -0.5484 / -0.5473 Ha
**Charge**: +1
**2S+1**: 2

CARTESIAN COORDINATES (ANGSTROEM)
C (2.24990, 0.20075, 0.93869)
C (1.05398, 0.43202, 1.87469)
H (3.14107, -0.07409, 1.47364)
H (1.94043, -0.55939, 0.19586)
H (2.41562, 1.15609, 0.36216)
H (1.01863, 1.47406, 2.23055)
H (1.20025, -0.34754, 2.63328)
H (0.17245, 0.32303, 1.24542)
C (-1.79080, 0.43258, -1.45568)
C (-1.49858, -1.03158, -1.32164)
H (-1.63785, 0.98048, -0.50893)
H (-1.25338, 0.95202, -2.24873)
H (-2.84708, 0.57224, -1.75049)
H (-0.66121, -1.56958, -0.78630)
H (-1.37251, -1.47672, -2.31988)
H (-2.31055, -1.56450, -0.81499)



<b>
Formula: C4H12
Source: OMol25
Level of theory: the ωB97M-V functional and the def2-TZVPD basis

**Gap between HOMO and LUMO (alpha / beta)**: 13.595 / 5.781 eV
**HOMO level (alpha / beta)**: -0.6116 / -0.6008 Ha
**Charge**: +1
**2S+1**: 2

CARTESIAN COORDINATES (ANGSTROEM)
C (-0.55716, 0.10737, 1.44892)
C (-0.03866, 1.39625, 1.96331)
H (-0.82234, 0.30972, 0.34396)
H (0.14354, -0.71518, 1.56103)
H (-1.59240, -0.23126, 1.67977)
H (0.68316, 1.21859, 2.75838)
H (-0.90315, 1.93933, 2.37509)
H (0.41629, 2.12450, 1.27700)
C (0.29704, -1.34381, -1.20767)
C (0.34097, -0.17703, -2.17074)
H (-0.16954, -2.21859, -1.66773)
H (1.28955, -1.59099, -0.80479)
H (-0.25153, -1.19061, -0.21233)
H (-0.44998, 0.54382, -1.98386)
H (0.30927, -0.48708, -3.21688)
H (1.30493, 0.31498, -2.14346)



Relative energies in hartree: <a> 0.0268; <b> 0.0000